Computed, not measured: 2 unconnected molecules or ions with the total composition C4H12 in a non-equilibrium geometry, with ωB97M-V/def2-TZVPD.

The geometry in XYZ format:
```
16
Properties=species:S:1:pos:R:3:nbo_charge:R:1
C -0.27 2.56 -0.14 -0.62
C 0.74 2.04 0.92 -0.62
H -1.19 1.97 -0.06 0.20
H -0.37 3.57 0.11 0.21
H -0.02 2.43 -1.21 0.21
H 0.25 1.12 1.18 0.21
H 1.77 1.86 0.55 0.21
H 0.79 2.58 1.91 0.21
C -0.39 -1.58 -0.18 -0.61
C -0.03 -3.02 -0.59 -0.61
H -1.42 -1.27 -0.60 0.20
H -0.72 -1.48 0.86 0.20
H 0.38 -0.86 -0.50 0.21
H 0.17 -3.00 -1.69 0.20
H -0.87 -3.62 -0.32 0.21
H 0.95 -3.25 -0.29 0.21
```

Energy above the lowest of the compared OMol25 structures with the same formula, charge and spin ... 94.3 kJ/mol
E ... -159.54906 hartree
SMILES string ... CC.CC
LUMO energy ... 1.1 eV
Total charge ... 0
Kohn-Sham gap ... 0.4526 hartree
Max |F| ... 3.1 eV Å⁻¹

Computed, not measured: 2 unconnected molecules or ions with the total composition C2H10NO, with ωB97M-V/def2-TZVPD.

The geometry in XYZ format:
```
14
Properties=species:S:1:pos:R:3:nbo_charge:R:1
C 0.43 0.14 2.68 -0.42
N -0.50 -0.12 1.52 -0.67
H 0.99 1.05 2.46 0.24
H -0.15 0.26 3.59 0.25
H 1.13 -0.70 2.75 0.24
H 0.03 -0.56 0.77 0.45
H -0.91 0.74 1.15 0.45
H -1.25 -0.76 1.78 0.45
C 0.16 -0.13 -1.56 -0.26
O -0.14 0.14 -2.91 -0.69
H 0.41 0.81 -1.04 0.15
H -0.78 -0.52 -1.14 0.16
H 0.97 -0.85 -1.42 0.18
H 0.68 0.24 -3.42 0.48
```

Energy above the lowest of the compared OMol25 structures with the same formula, charge and spin ... 138.6 kJ/mol
E ... -211.90563 hartree
LUMO energy ... -4.0 eV
Total charge ... +1
Kohn-Sham gap ... 0.3742 hartree
Max |F| ... 0.5 eV Å⁻¹

Computed, not measured: 2 unconnected molecules or ions with the total composition C20H32O7S in a non-equilibrium geometry, with ωB97M-V/def2-TZVPD.

The geometry in XYZ format:
```
60
Properties=species:S:1:pos:R:3:nbo_charge:R:1
C -4.44 -0.76 2.18 -0.25
O -3.24 -1.50 1.97 -0.54
C -3.50 -2.51 1.01 -0.06
C -2.19 -3.13 0.48 -0.42
C -2.39 -3.40 -1.03 -0.39
C -1.29 -4.28 -1.65 -0.40
C 0.15 -3.74 -1.48 -0.40
C 0.32 -2.22 -1.61 -0.41
C 0.66 -1.73 -3.05 -0.39
C 1.62 -0.53 -2.98 -0.39
C 0.86 0.82 -2.92 -0.42
C 1.76 2.02 -2.58 -0.37
C 1.64 2.48 -1.11 -0.46
C 1.88 1.34 -0.15 -0.04
C 3.03 0.73 -0.05 -0.24
C 3.20 -0.44 0.88 0.49
O 4.18 -1.10 0.78 -0.49
C 2.13 -0.74 1.88 -0.22
C 0.99 -0.11 1.78 -0.26
C 0.73 0.91 0.72 0.51
O -0.36 1.34 0.56 -0.51
H -4.29 -0.17 3.09 0.19
H -4.64 -0.10 1.32 0.17
H -5.29 -1.43 2.35 0.17
H -4.10 -3.32 1.45 0.16
H -4.07 -2.10 0.17 0.16
H -2.01 -4.09 0.98 0.20
H -1.34 -2.46 0.65 0.21
H -2.41 -2.44 -1.56 0.20
H -3.36 -3.89 -1.14 0.20
H -1.53 -4.51 -2.69 0.21
H -1.33 -5.25 -1.13 0.20
H 0.59 -4.10 -0.54 0.21
H 0.76 -4.20 -2.27 0.21
H -0.51 -1.62 -1.21 0.20
H 1.20 -1.94 -1.01 0.19
H -0.22 -1.40 -3.61 0.20
H 1.19 -2.56 -3.55 0.20
H 2.27 -0.47 -3.86 0.20
H 2.30 -0.63 -2.12 0.19
H 0.49 0.97 -3.94 0.21
H -0.03 0.75 -2.28 0.20
H 2.79 1.76 -2.88 0.20
H 1.48 2.87 -3.22 0.21
H 2.43 3.24 -0.95 0.23
H 0.67 2.96 -0.99 0.24
H 3.86 1.05 -0.67 0.23
H 2.35 -1.50 2.62 0.23
H 0.21 -0.33 2.50 0.24
C 0.45 4.07 3.75 -0.10
C 0.32 3.72 2.28 -0.10
O 0.20 4.99 1.62 -0.68
S 1.04 6.09 2.42 2.54
O 2.31 6.24 1.79 -0.90
O 0.20 7.20 2.69 -0.89
O 1.26 5.25 3.78 -0.69
H -0.52 4.31 4.19 0.19
H 0.92 3.27 4.33 0.21
H -0.55 3.10 2.08 0.23
H 1.22 3.23 1.91 0.18
```

Energy above the lowest of the compared OMol25 structures with the same formula, charge and spin ... 0.0 kJ/mol
E ... -1706.05735 hartree
SMILES string ... COCCCCCCCCCCCC1=CC(=O)C=CC1=O.O=S1(=O)OCCO1
LUMO energy ... -1.3 eV
Total charge ... 0
Kohn-Sham gap ... 0.3163 hartree
Max |F| ... 2.6 eV Å⁻¹

Computed, not measured: 2 unconnected molecules or ions with the total composition C3H10BN in a non-equilibrium geometry, with ωB97M-V/def2-TZVPD.

The geometry in XYZ format:
```
15
Properties=species:S:1:pos:R:3:nbo_charge:R:1
B 2.26 0.02 -0.54 0.33
C -0.90 -1.21 -0.37 -0.66
C -1.12 1.40 0.08 -0.69
C -0.81 0.04 0.50 0.16
N 1.48 -0.26 0.55 -0.93
H 3.20 -0.70 -0.56 -0.07
H 1.94 0.96 -1.16 -0.08
H -0.47 -1.94 0.27 0.22
H -2.00 -1.38 -0.44 0.22
H -0.34 -1.01 -1.22 0.24
H -2.11 1.61 0.42 0.23
H -1.05 1.55 -0.94 0.22
H -0.45 2.14 0.72 0.25
H -0.96 -0.11 1.59 0.19
H 1.32 -1.12 1.10 0.37
```

Energy above the lowest of the compared OMol25 structures with the same formula, charge and spin ... 382.6 kJ/mol
E ... -199.78947 hartree
LUMO energy ... 0.3 eV
Total charge ... 0
Kohn-Sham gap ... 0.3220 hartree
Max |F| ... 4.7 eV Å⁻¹

Computed, not measured: 2 unconnected molecules or ions with the total composition C11H17N in a non-equilibrium geometry, with ωB97M-V/def2-TZVPD.

The geometry in XYZ format:
```
29
Properties=species:S:1:pos:R:3:nbo_charge:R:1
C 1.02 1.05 -2.44 -0.35
C 1.95 1.31 -1.52 -0.22
C 2.83 2.49 -1.51 -0.17
C 3.75 2.63 -0.55 -0.29
C 2.73 3.47 -2.59 0.27
C -3.32 -2.27 0.76 -0.61
C -1.79 -2.39 0.71 -0.38
C -1.06 -1.14 1.17 -0.06
C -1.22 -0.70 2.60 -0.60
C -0.90 -0.06 0.14 -0.43
C 0.28 -0.89 0.54 -0.43
H 0.80 1.75 -3.24 0.21
H 0.40 0.14 -2.41 0.21
H 2.11 0.60 -0.71 0.22
H 4.47 3.45 -0.55 0.21
H 3.83 1.92 0.26 0.20
H -3.64 -1.39 0.19 0.21
H -3.82 -3.13 0.32 0.21
H -3.69 -2.21 1.79 0.20
H -1.48 -2.61 -0.32 0.20
H -1.45 -3.25 1.33 0.20
H -0.62 0.18 2.83 0.21
H -2.27 -0.44 2.81 0.21
H -0.97 -1.51 3.32 0.21
H -0.90 1.01 0.46 0.22
H -1.28 -0.22 -0.86 0.21
H 1.07 -0.39 1.13 0.21
H 0.64 -1.63 -0.20 0.21
N 2.55 4.23 -3.45 -0.30
```

Energy above the lowest of the compared OMol25 structures with the same formula, charge and spin ... 98.2 kJ/mol
E ... -484.00817 hartree
SMILES string ... C=CC(=C)C#N.CCC1(C)CC1
LUMO energy ... 0.2 eV
Total charge ... 0
Kohn-Sham gap ... 0.3563 hartree
Max |F| ... 2.0 eV Å⁻¹

Computed, not measured: a gas-phase ion, C9H10NO2 (charge +1) in a non-equilibrium geometry, with ωB97M-V/def2-TZVPD.

The geometry in XYZ format:
```
22
Properties=species:S:1:pos:R:3:nbo_charge:R:1
C -1.37 1.74 1.56 -0.26
C -0.87 2.53 0.57 -0.15
C -1.27 0.38 1.42 -0.08
C -0.40 2.06 -0.60 -0.11
C -0.52 -0.15 0.21 -0.06
C -0.64 -1.61 0.02 0.59
C 0.57 -1.28 0.76 -0.25
C -0.81 0.31 -2.17 0.56
C 1.94 -1.43 0.07 -0.61
N -0.46 0.73 -0.97 -0.33
O -1.31 -2.37 -0.58 -0.43
O -1.17 1.06 -3.15 -0.58
H -1.97 2.19 2.33 0.25
H -0.57 3.56 0.79 0.26
H -1.45 -0.42 2.10 0.24
H 0.05 2.76 -1.29 0.23
H 0.56 -1.33 1.84 0.26
H -0.72 -0.73 -2.38 0.22
H 2.47 -2.18 0.65 0.25
H 2.42 -0.49 0.13 0.23
H 1.68 -1.81 -0.97 0.22
H -1.49 1.99 -3.00 0.54
```

Energy above the lowest of the compared OMol25 structures with the same formula, charge and spin ... 290.0 kJ/mol
E ... -553.79635 hartree
SMILES string ... C[C@@H]1C(=O)[C@@]12C=CC=C/[N+]2=C\O
LUMO energy ... -4.7 eV
Total charge ... +1
Kohn-Sham gap ... 0.2886 hartree
Max |F| ... 5.1 eV Å⁻¹

Computed, not measured: a molecular structure, C12H36AlO6S6 in a non-equilibrium geometry, with ωB97M-V/def2-TZVPD.

The geometry in XYZ format:
```
61
Properties=species:S:1:pos:R:3:nbo_charge:R:1
Al 0.23 -0.44 -0.61 1.72
C -0.41 3.40 -3.15 -0.84
S -0.89 1.77 -3.73 1.27
O -0.18 0.79 -2.82 -1.03
C 0.13 1.80 -5.22 -0.78
H -0.39 4.17 -3.91 0.27
H 0.66 3.35 -2.92 0.25
H -0.96 3.81 -2.31 0.24
H -0.04 0.90 -5.81 0.25
H 1.17 1.95 -4.92 0.25
H -0.21 2.66 -5.78 0.26
C -0.58 -2.54 3.92 -0.76
S -1.60 -1.13 3.31 1.23
O -0.82 -0.80 2.04 -0.98
C -3.09 -2.09 2.90 -0.79
H -0.96 -2.83 4.89 0.26
H 0.41 -2.08 3.97 0.23
H -0.61 -3.29 3.14 0.24
H -3.39 -2.56 3.84 0.27
H -2.86 -2.88 2.19 0.25
H -3.80 -1.37 2.49 0.25
C 4.60 -2.24 0.34 -0.80
S 3.84 -1.04 1.47 1.26
O 2.41 -0.81 1.01 -0.99
C 3.76 -2.12 2.91 -0.83
H 5.57 -2.55 0.71 0.28
H 4.55 -1.85 -0.68 0.26
H 3.88 -3.06 0.27 0.24
H 4.75 -2.42 3.26 0.28
H 3.05 -2.94 2.78 0.25
H 3.39 -1.49 3.73 0.24
C 2.90 2.58 2.04 -0.84
S 1.19 2.35 2.51 1.31
O 0.63 1.40 1.47 -0.90
C 1.41 1.36 3.99 -0.80
H 2.98 2.62 0.95 0.27
H 3.60 1.87 2.47 0.25
H 3.22 3.58 2.35 0.28
H 0.40 1.16 4.35 0.25
H 1.99 1.89 4.74 0.27
H 1.93 0.46 3.65 0.24
C -2.81 1.85 1.72 -0.79
S -1.73 2.79 0.59 1.24
O -1.25 1.75 -0.42 -0.98
C -3.03 3.80 -0.12 -0.83
H -3.64 2.51 1.97 0.26
H -2.26 1.48 2.58 0.24
H -3.14 0.97 1.17 0.24
H -2.64 4.17 -1.07 0.25
H -3.20 4.67 0.52 0.28
H -4.03 3.38 -0.21 0.26
C -0.35 -3.31 -5.00 -0.82
S -1.04 -3.10 -3.36 1.25
O -0.40 -1.85 -2.77 -0.95
C -2.72 -2.65 -3.81 -0.80
H -0.80 -2.60 -5.68 0.25
H -0.51 -4.33 -5.35 0.28
H 0.74 -3.24 -4.98 0.28
H -3.17 -3.49 -4.32 0.28
H -2.69 -1.74 -4.41 0.25
H -3.21 -2.40 -2.87 0.25
```

Energy above the lowest of the compared OMol25 structures with the same formula, charge and spin ... 810.5 kJ/mol
E ... -3560.57887 hartree
LUMO energy ... -13.0 eV
Total charge ... +3
Kohn-Sham gap ... 0.1499 hartree
Max |F| ... 2.1 eV Å⁻¹